[1]
93
Properties=species:S:1:pos:R:3:forces:R:3:mulliken_charge:R:1 method="wB97M-V/def2-TZVPD" multiplicity=1 charge=+3 homo_ev=-15.81
Sn 0.812 0.892 0.468 1.2 -0.3 -0.3 1.25
C 1.514 1.357 -4.053 0.1 0.0 0.0 -0.96
C 2.883 1.174 -4.177 -0.1 0.0 0.1 -0.91
C 3.662 1.105 -3.030 0.0 0.0 0.0 -0.84
C 3.054 1.235 -1.788 0.0 0.0 -0.3 0.34
N 1.731 1.398 -1.683 -0.3 0.0 0.4 0.53
C 0.978 1.455 -2.783 -0.1 0.1 -0.1 -0.35
C 3.804 1.210 -0.514 0.3 0.0 0.0 0.84
C 5.189 1.273 -0.456 0.0 0.0 0.1 -1.05
C 5.809 1.259 0.783 -0.1 0.0 0.0 -1.12
C 5.040 1.164 1.931 -0.1 0.0 0.0 -0.90
C 3.660 1.087 1.807 0.4 0.0 0.1 0.47
N 3.078 1.136 0.605 -0.6 0.1 0.0 0.36
C 2.759 0.911 2.969 0.0 0.0 0.3 0.62
C 3.203 0.879 4.284 0.0 0.0 0.0 -0.79
C 2.285 0.692 5.308 0.0 0.0 -0.1 -0.75
C 0.945 0.511 4.996 0.0 0.0 0.0 -0.87
C 0.572 0.544 3.667 -0.1 0.0 0.1 -0.46
N 1.458 0.759 2.690 -0.4 0.1 -0.6 0.50
H 0.876 1.426 -4.922 0.0 0.0 0.0 0.55
H 3.342 1.092 -5.153 0.0 0.0 0.0 0.49
H 4.726 0.946 -3.123 0.0 0.0 0.1 0.48
H -0.088 1.587 -2.634 0.0 0.0 -0.1 0.65
H 5.790 1.344 -1.349 -0.1 0.0 -0.1 0.49
H 6.887 1.317 0.855 0.0 0.0 0.0 0.48
H 5.523 1.148 2.895 0.0 0.0 0.0 0.51
H 4.247 0.996 4.528 0.0 0.0 0.0 0.50
H 2.617 0.682 6.337 0.0 0.0 0.0 0.48
H 0.205 0.352 5.766 0.0 0.0 0.0 0.53
H -0.456 0.400 3.355 0.0 0.0 0.0 0.62
C -5.289 1.954 2.138 0.1 0.0 0.0 -1.77
C -4.569 0.856 1.333 -0.6 -0.1 0.0 2.26
C -5.084 0.838 -0.118 0.1 0.0 0.1 -1.49
C -4.772 -0.517 1.994 0.1 0.0 0.0 -1.53
C -3.146 1.163 1.312 0.5 0.0 0.0 -1.08
N -2.021 1.412 1.292 0.0 -0.3 0.0 0.12
H -6.345 1.693 2.204 0.0 0.0 0.0 0.44
H -5.204 2.923 1.646 0.0 0.0 0.0 0.39
H -4.895 2.034 3.151 0.0 0.0 0.0 0.39
H -6.156 0.644 -0.100 0.0 0.0 0.0 0.46
H -4.602 0.052 -0.701 0.0 0.0 0.0 0.34
H -4.924 1.801 -0.603 0.0 0.0 0.0 0.38
H -5.836 -0.748 1.997 0.0 0.0 0.0 0.44
H -4.423 -0.512 3.027 0.0 0.0 0.0 0.39
H -4.251 -1.303 1.446 0.0 0.0 0.0 0.29
C 1.470 4.741 0.348 0.0 -0.1 0.0 -1.20
As -0.002 3.552 0.763 0.4 -0.4 0.0 0.70
C -1.472 4.235 -0.300 0.0 -0.3 -0.1 -1.02
C -0.425 3.924 2.613 0.0 -0.1 0.0 -1.11
H 1.145 5.762 0.551 0.0 0.0 0.0 0.48
H 1.736 4.660 -0.705 0.0 0.0 0.0 0.40
H 2.342 4.521 0.961 0.0 -0.1 0.0 0.37
H -1.840 5.131 0.200 0.1 0.0 0.0 0.46
H -2.276 3.509 -0.376 0.0 0.0 0.1 0.17
H -1.110 4.492 -1.294 0.0 0.0 0.0 0.43
H -0.789 4.950 2.671 0.0 0.0 -0.1 0.49
H 0.469 3.824 3.227 0.0 0.0 -0.1 0.34
H -1.195 3.247 2.974 0.0 0.0 -0.1 0.31
N 1.016 -1.032 0.011 -0.4 1.6 0.9 -0.03
P 0.093 -2.084 -0.768 0.6 -0.4 -0.4 1.74
C 1.353 -3.187 -1.452 -0.6 0.1 0.2 -0.29
C 2.305 -2.631 -2.306 0.0 -0.1 0.0 0.13
C 3.224 -3.455 -2.929 0.0 0.1 0.1 -0.73
C 3.200 -4.825 -2.686 0.0 -0.1 0.0 -0.72
C 2.264 -5.370 -1.819 0.0 -0.1 0.1 -0.76
C 1.343 -4.551 -1.179 0.0 0.0 -0.3 -0.59
C -0.825 -1.363 -2.156 0.0 -0.1 0.3 0.28
C -0.679 -1.813 -3.464 -0.1 0.0 0.0 -0.35
C -1.409 -1.211 -4.482 0.0 0.0 -0.1 -0.84
C -2.289 -0.177 -4.197 0.0 0.0 -0.1 -0.87
C -2.444 0.265 -2.889 0.0 0.1 0.1 -0.29
C -1.712 -0.324 -1.870 0.0 -0.1 -0.1 -0.20
C -1.050 -3.038 0.230 0.0 0.2 -0.2 0.79
C -0.893 -3.100 1.611 0.0 0.0 0.0 -0.55
C -1.714 -3.932 2.355 -0.1 0.0 0.0 -0.71
C -2.682 -4.699 1.718 0.0 0.0 0.0 -0.60
C -2.843 -4.632 0.340 0.0 0.0 -0.1 -0.78
C -2.028 -3.800 -0.411 0.0 0.0 0.1 -0.68
H 2.307 -1.561 -2.476 0.0 0.0 -0.1 0.12
H 3.962 -3.036 -3.601 0.0 0.0 0.0 0.48
H 3.925 -5.468 -3.166 0.0 0.0 0.0 0.43
H 2.250 -6.435 -1.634 0.0 0.0 0.0 0.46
H 0.618 -4.974 -0.496 0.0 0.0 0.0 0.47
H -0.018 -2.639 -3.691 0.0 0.0 0.0 0.51
H -1.301 -1.565 -5.498 0.0 0.0 0.0 0.51
H -2.869 0.271 -4.993 0.0 0.0 0.0 0.47
H -3.145 1.058 -2.662 0.0 0.0 0.0 0.51
H -1.846 0.008 -0.843 -0.1 0.0 0.0 0.28
H -0.115 -2.514 2.088 0.0 0.0 0.0 0.42
H -1.598 -4.002 3.428 0.0 0.0 0.0 0.46
H -3.309 -5.365 2.296 0.0 0.0 0.0 0.45
H -3.593 -5.236 -0.152 0.0 0.0 0.0 0.46
H -2.136 -3.754 -1.488 -0.1 0.0 0.0 0.48

[2]
101
Properties=species:S:1:pos:R:3:forces:R:3:mulliken_charge:R:1 method="wB97M-V/def2-TZVPD" multiplicity=1 homo_ev=-8.03
Sr -0.300 0.889 -0.182 -0.5 -2.1 -1.8 1.24
N 1.489 -0.671 1.123 -0.4 0.1 0.4 0.49
C 2.872 -0.730 0.673 0.3 0.0 0.1 -0.66
C 2.935 -1.141 -0.787 0.0 -0.2 -0.1 0.76
C 4.191 -0.661 -1.503 0.1 -0.1 0.0 -1.23
C 4.181 0.836 -1.780 0.1 0.1 0.0 -0.45
N 3.029 1.208 -2.597 -0.1 0.1 -0.1 -0.26
H 1.443 -0.351 2.086 0.0 -0.1 0.0 0.15
H 1.023 -1.574 1.110 0.1 -0.1 -0.1 -0.51
H 3.492 -1.408 1.284 -0.1 0.1 -0.1 0.34
H 3.283 0.274 0.795 0.0 0.0 0.0 0.24
H 2.061 -0.751 -1.315 0.1 0.0 0.0 -0.53
H 2.855 -2.232 -0.865 0.0 0.0 0.0 0.35
H 4.290 -1.190 -2.454 0.0 0.0 0.0 0.41
H 5.078 -0.908 -0.910 0.0 0.0 0.0 0.36
H 5.090 1.095 -2.331 0.0 0.0 0.0 0.52
H 4.218 1.399 -0.835 0.0 -0.1 -0.1 0.09
H 3.242 2.042 -3.131 0.0 0.0 0.0 0.28
H 2.239 1.459 -2.008 0.2 0.0 -0.1 -0.16
O -2.004 2.732 -0.304 0.1 0.4 0.4 -0.29
C -3.376 2.433 -0.118 -0.1 -0.1 0.1 -0.39
C -3.822 1.623 -1.305 0.0 0.0 0.1 0.47
C -5.055 1.823 -1.908 0.0 0.0 0.0 -1.05
C -5.423 1.011 -2.967 0.0 0.0 0.0 -0.38
C -4.540 0.032 -3.386 0.1 0.0 0.0 -1.13
C -3.326 -0.087 -2.725 -0.1 -0.2 -0.1 -0.22
N -2.965 0.681 -1.708 0.0 0.2 0.1 0.78
H -1.585 2.840 0.568 -0.2 0.6 0.2 0.23
H -3.954 3.358 0.000 0.0 -0.1 -0.2 0.47
H -3.498 1.818 0.782 0.0 0.1 -0.1 0.01
H -5.707 2.608 -1.552 0.0 0.1 0.0 0.49
H -6.376 1.142 -3.457 -0.1 0.0 0.0 0.41
H -4.773 -0.632 -4.206 0.0 0.0 0.0 0.49
H -2.613 -0.845 -3.019 0.0 -0.1 0.0 0.42
C -0.059 -2.861 -3.589 0.0 0.1 0.1 -0.75
C -0.096 -2.320 -4.862 0.0 -0.1 0.1 -1.26
C -0.115 -0.946 -4.999 0.0 0.1 0.1 -0.63
C -0.097 -0.149 -3.855 0.0 0.1 -0.1 0.15
N -0.056 -0.673 -2.626 0.0 0.1 -0.1 1.27
C -0.040 -1.997 -2.504 0.0 -0.1 -0.1 -1.29
C -0.137 1.346 -3.947 0.0 -0.2 -0.3 0.73
C -0.265 2.002 -5.172 0.0 0.0 0.2 -0.90
C -0.288 3.385 -5.196 0.0 0.0 0.1 -0.74
C -0.184 4.076 -4.000 0.0 0.0 -0.1 -1.06
C -0.072 3.342 -2.832 0.0 0.3 0.3 -0.65
N -0.051 2.016 -2.803 0.0 -0.1 0.3 1.03
H -0.050 -3.928 -3.426 0.0 -0.1 0.0 0.52
H -0.107 -2.956 -5.736 0.0 0.0 0.0 0.42
H -0.139 -0.511 -5.984 0.0 0.0 0.0 0.49
H -0.034 -2.377 -1.494 0.0 -0.1 0.1 0.68
H -0.347 1.449 -6.093 0.0 0.0 -0.1 0.41
H -0.386 3.912 -6.136 0.0 0.0 0.0 0.45
H -0.193 5.154 -3.958 0.0 0.1 0.0 0.48
H 0.003 3.837 -1.868 0.0 0.0 -0.1 0.38
C 5.479 4.002 5.061 0.0 0.0 0.0 -1.42
C 4.390 3.820 4.042 0.0 -0.1 0.0 1.07
C 4.211 4.727 3.007 0.0 0.0 0.0 -0.84
C 3.202 4.560 2.068 0.1 0.1 0.0 -0.55
C 2.366 3.468 2.164 -0.1 -0.1 0.1 -0.61
C 2.514 2.552 3.197 0.1 0.0 0.1 -0.33
C 3.523 2.730 4.128 -0.1 0.0 -0.1 -0.92
S 1.130 3.188 0.941 0.0 0.3 0.5 2.24
O 1.715 2.244 -0.027 0.4 0.5 -0.1 -0.50
O 0.742 4.452 0.363 0.2 0.0 0.1 -0.82
O 0.026 2.484 1.646 0.2 0.7 0.0 -1.00
H 6.100 4.867 4.831 0.0 0.0 0.0 0.34
H 6.126 3.125 5.099 0.0 0.0 0.0 0.33
H 5.063 4.143 6.060 0.0 0.0 0.0 0.32
H 4.868 5.584 2.937 0.0 0.0 0.0 0.30
H 3.064 5.278 1.273 0.0 0.0 -0.1 0.48
H 1.828 1.722 3.282 -0.1 -0.1 0.0 0.50
H 3.633 2.020 4.938 0.0 0.0 0.0 0.40
Cl 0.289 -3.384 3.437 0.0 0.0 0.0 -0.15
C -0.124 -4.185 1.948 0.2 0.1 0.0 0.76
C 0.902 -4.368 1.034 -0.1 0.1 0.0 -0.63
C 0.678 -5.036 -0.157 0.0 0.0 0.0 -0.55
C -0.592 -5.520 -0.422 0.0 0.0 0.0 -0.66
C -1.604 -5.322 0.495 0.0 0.0 -0.1 0.93
Cl -3.187 -5.944 0.113 0.0 0.0 0.0 -0.27
C -1.421 -4.657 1.716 0.0 -0.1 -0.1 -0.90
N -2.454 -4.590 2.622 -0.1 -0.1 0.1 -0.03
C -2.748 -3.460 3.450 -0.1 0.0 0.1 -0.49
C -2.762 -3.653 4.828 0.0 0.1 -0.1 -0.48
C -3.047 -2.603 5.679 0.0 -0.1 0.0 -0.57
C -3.310 -1.347 5.147 0.0 0.0 0.1 -0.83
C -3.327 -1.165 3.778 0.0 0.1 0.1 -0.53
C -3.071 -2.219 2.905 0.0 -0.1 0.2 0.92
C -3.185 -1.990 1.427 -0.2 -0.2 -0.2 -1.04
C -2.072 -1.095 0.909 -0.1 -0.2 0.0 1.32
O -1.246 -1.562 0.094 0.2 -0.2 -0.1 -0.41
O -2.037 0.085 1.335 -0.3 0.4 0.4 -0.91
H 1.886 -3.996 1.287 0.0 0.0 0.0 0.47
H 1.484 -5.187 -0.860 0.0 0.0 0.0 0.40
H -0.817 -6.056 -1.333 0.0 0.0 0.0 0.46
H -3.260 -5.134 2.350 0.1 0.1 0.0 0.33
H -2.514 -4.634 5.207 0.0 0.0 0.0 0.45
H -3.050 -2.760 6.748 0.0 0.0 0.1 0.39
H -3.514 -0.511 5.802 0.0 0.0 0.0 0.43
H -3.536 -0.189 3.360 0.0 0.0 0.0 0.38
H -4.137 -1.486 1.239 0.0 0.1 -0.1 0.54
H -3.185 -2.925 0.868 0.0 0.1 0.0 0.20

[3]
97
Properties=species:S:1:pos:R:3:forces:R:3:mulliken_charge:R:1 method="wB97M-V/def2-TZVPD" multiplicity=1 homo_ev=-6.61
W -0.940 -1.052 0.326 -2.5 -0.4 -0.2 0.94
O -0.910 -0.817 2.194 1.5 1.5 0.2 -0.04
C 0.081 -0.751 3.212 -0.1 -0.7 0.6 2.27
C 1.233 -1.626 2.717 0.8 0.1 0.6 -2.63
C 2.127 -1.222 1.588 -2.5 -1.8 -3.7 1.95
C 3.395 -1.677 1.358 -0.4 -0.7 0.5 -1.23
C 3.970 -1.625 0.084 0.1 -0.1 -0.1 -1.16
C 3.263 -1.243 -1.014 0.0 0.0 0.0 -0.53
C 1.849 -1.079 -0.991 -0.3 0.1 0.2 1.79
C 1.146 -0.780 -2.280 -0.2 0.3 0.2 -1.95
C -0.165 -1.534 -2.542 0.2 -0.4 -0.5 2.71
O -1.090 -1.115 -1.550 1.1 0.0 -0.1 -0.25
C 0.029 -3.046 -2.497 -0.2 0.0 0.0 -0.60
C -1.035 -3.860 -2.126 0.0 0.0 -0.1 0.08
C -0.902 -5.240 -2.126 0.0 0.0 0.0 -1.00
C 0.297 -5.825 -2.507 0.0 0.0 0.0 -0.62
C 1.358 -5.021 -2.896 0.0 0.0 0.0 -0.95
C 1.222 -3.640 -2.893 0.0 0.0 0.1 -0.11
C -0.687 -1.083 -3.904 -0.3 0.1 0.1 -0.50
C -0.766 -1.913 -5.013 0.1 0.0 0.0 -0.39
C -1.252 -1.420 -6.219 0.0 0.0 0.0 -0.95
C -1.665 -0.102 -6.323 0.0 0.0 0.0 -0.81
C -1.602 0.728 -5.210 0.0 0.0 0.0 -0.29
C -1.119 0.237 -4.011 -0.1 0.0 0.0 0.36
N 1.157 -1.079 0.122 1.7 -1.6 1.9 -0.31
C -0.547 -1.367 4.478 -0.2 -0.2 -0.2 -0.20
C -1.706 -0.761 4.962 0.0 0.0 0.0 -0.28
C -2.357 -1.262 6.073 0.0 0.0 0.0 -0.86
C -1.859 -2.382 6.729 0.0 0.0 0.0 -0.46
C -0.713 -2.994 6.253 0.0 0.0 0.0 -0.99
C -0.063 -2.491 5.130 0.0 0.0 0.0 -0.23
C 0.480 0.659 3.584 -0.1 -0.1 0.0 -0.04
C 1.537 0.913 4.457 0.0 -0.1 0.0 -0.02
C 1.824 2.215 4.823 0.0 0.1 0.0 -0.77
C 1.044 3.266 4.337 0.0 -0.1 0.0 -0.57
C -0.034 3.001 3.508 0.0 0.1 0.1 -1.48
C -0.316 1.692 3.145 -0.2 0.0 0.2 -0.18
H 0.797 -2.587 2.431 0.0 0.0 0.0 0.73
H 1.914 -1.825 3.546 0.0 0.1 0.0 1.12
H 3.927 -2.131 2.184 0.1 0.2 0.1 0.53
H 5.002 -1.929 -0.035 0.0 0.1 0.0 0.43
H 3.748 -1.196 -1.979 0.0 0.0 0.0 0.57
H 1.825 -0.870 -3.124 0.0 -0.1 0.0 0.63
H 0.855 0.281 -2.195 0.0 -0.1 -0.1 -0.15
H -1.973 -3.406 -1.835 0.0 0.0 0.0 0.46
H -1.737 -5.859 -1.825 0.0 0.0 0.0 0.44
H 0.401 -6.902 -2.505 0.0 0.0 0.0 0.40
H 2.293 -5.468 -3.208 0.0 0.0 0.0 0.45
H 2.057 -3.034 -3.218 0.0 0.0 0.0 0.38
H -0.458 -2.948 -4.946 0.0 0.0 0.0 0.47
H -1.315 -2.078 -7.076 0.0 0.0 0.0 0.44
H -2.049 0.275 -7.262 0.0 0.0 0.0 0.40
H -1.944 1.754 -5.274 0.0 0.0 0.0 0.47
H -1.111 0.863 -3.125 0.1 0.0 0.0 -0.58
H -2.107 0.105 4.450 0.0 0.0 0.0 0.37
H -3.258 -0.780 6.429 0.0 0.0 0.0 0.41
H -2.366 -2.775 7.600 0.0 0.0 0.0 0.40
H -0.320 -3.873 6.747 0.0 0.0 0.0 0.41
H 0.821 -3.010 4.783 0.0 0.0 0.0 0.41
H 2.134 0.099 4.854 0.0 0.0 0.0 0.36
H 2.651 2.418 5.492 0.0 0.0 0.0 0.44
H 1.270 4.284 4.626 0.0 0.0 0.0 0.43
H -0.660 3.806 3.146 0.0 0.0 0.0 0.38
H -1.168 1.418 2.543 0.0 0.4 0.0 1.21
N -6.715 0.273 -1.781 -0.1 0.0 -0.1 -0.51
C -6.036 0.009 -0.890 0.3 -0.1 0.4 0.45
N -5.320 -0.294 0.197 0.9 -0.2 -0.2 -0.71
C -4.079 -0.502 0.207 -0.3 0.2 0.0 0.84
N -2.918 -0.707 0.342 -1.0 0.4 -0.1 -0.68
C -1.483 5.078 -0.582 -0.2 0.1 -0.2 -1.15
Si -1.355 3.447 -1.496 0.1 -0.5 -0.1 0.70
C -3.071 2.801 -1.910 0.0 0.2 -0.1 -1.15
C -0.361 3.700 -3.078 -0.3 0.3 0.0 -1.01
As -0.450 1.868 -0.050 0.3 -0.5 0.1 0.75
Si 1.815 2.392 -0.039 -0.4 0.1 0.1 -0.07
C 2.083 4.192 0.432 0.3 -0.1 0.1 -1.18
C 2.690 2.131 -1.682 0.4 0.3 0.3 -0.95
C 2.635 1.214 1.188 -0.7 -1.8 -0.6 -0.69
H -1.961 5.826 -1.224 0.0 0.0 0.0 0.34
H -0.509 5.462 -0.280 0.0 0.0 0.0 0.28
H -2.102 4.962 0.309 0.0 0.0 0.0 0.27
H -3.614 3.493 -2.560 0.0 0.0 0.0 0.42
H -3.660 2.668 -1.000 0.0 0.0 0.0 0.27
H -3.020 1.836 -2.417 0.0 0.0 0.0 0.27
H -0.910 4.379 -3.743 0.0 0.0 0.0 0.42
H -0.202 2.768 -3.619 0.1 0.0 0.0 0.23
H 0.607 4.161 -2.876 0.0 0.0 0.0 0.34
H 1.702 4.851 -0.350 0.0 0.0 0.0 0.28
H 3.154 4.397 0.541 0.0 0.0 0.0 0.38
H 1.595 4.434 1.376 -0.1 0.0 0.0 0.25
H 2.207 2.630 -2.520 -0.1 0.0 0.0 0.26
H 2.746 1.072 -1.868 0.1 -0.2 -0.3 0.14
H 3.721 2.496 -1.608 -0.1 0.0 0.0 0.48
H 2.372 1.345 2.230 0.2 0.3 0.0 0.11
H 3.702 1.011 1.075 0.0 0.3 0.1 0.73
H 2.169 0.006 0.942 1.4 4.9 0.9 -1.11
O -0.946 -2.732 0.530 0.3 -0.4 -0.1 -0.74

In eV/A, the max |F| values for the records above are, in order, 1.9; 2.8; 5.2.
In eV, the Kohn-Sham gap values for the records above are, in order, 6.63; 8.15; 4.93.